DFT (the ωB97M-V functional and the def2-TZVPD basis) results for an isolated ion of composition C4H13N2S and charge +1 in a non-equilibrium geometry.

Structure (SMILES): NCC[NH2+]CCS
Molecular weight, g mol⁻¹: 121.229
Frontier orbital gap, eV: 9.88
HOMO level, eV: -12.86
Energy relative to the best compared isomer or geometry (same formula, charge and spin), eV: 0.6817

Structure (ORCA input):
```
! RIJCOSX wB97M-V def2-TZVPD def2/J DEFGRID3
* xyz 1 1
C 0.64562 1.13926 -0.06211
N -0.04460 0.05781 0.68307
C -0.96107 -0.83546 -0.17455
C -2.34553 -0.20973 -0.35140
S -3.61895 -1.47665 -0.55875
C 2.02052 0.67063 -0.51866
N 2.61904 -0.13304 0.57211
H 0.01679 1.44344 -0.89623
H 0.71764 2.01414 0.57149
H -0.62745 0.49515 1.39321
H -0.43254 -0.95995 -1.12080
H -0.99120 -1.79068 0.34425
H -2.40040 0.32109 -1.30146
H -2.56301 0.48079 0.46418
H -3.71670 -1.83825 0.71092
H 1.93416 0.03272 -1.38210
H 2.60294 1.54060 -0.79395
H 3.21343 -0.84884 0.16058
H 3.28434 0.42704 1.09831
H 0.64697 -0.53006 1.16189
*
```

=====

DFT (the ωB97M-V functional and the def2-TZVPD basis) results for an isolated ion of composition C4H13N2S and charge +1.

Structure (SMILES): NC[C@@H]([NH3+])CCS
Molecular weight, g mol⁻¹: 121.229
Frontier orbital gap, eV: 8.93
HOMO level, eV: -12.25
Energy relative to the best compared isomer or geometry (same formula, charge and spin), eV: 0.6665

Structure (ORCA input):
```
! RIJCOSX wB97M-V def2-TZVPD def2/J DEFGRID3
* xyz 1 1
N -0.15580 1.16605 1.53746
C -0.18899 -0.05082 0.62786
C -1.12948 0.22739 -0.53784
C -1.36453 -0.99651 -1.43766
S -1.17190 -0.68691 -3.23317
C 1.24268 -0.29423 0.17055
N 2.14214 -0.16689 1.32855
H -0.50195 0.96480 2.47538
H 0.84808 1.37005 1.69744
H -0.64087 1.97000 1.14000
H -0.57707 -0.85947 1.25305
H -2.09114 0.61418 -0.21467
H -0.66772 1.03547 -1.11401
H -0.67070 -1.79729 -1.20436
H -2.38155 -1.35294 -1.28202
H -0.84951 0.60891 -3.14699
H 1.52722 0.44268 -0.57748
H 1.28610 -1.28096 -0.27868
H 3.05402 0.15213 1.02463
H 2.29097 -1.06564 1.77198
*
```

=====

DFT (the ωB97M-V functional and the def2-TZVPD basis) results for a 2-piece molecular cluster, C4H13N2S2 overall in a non-equilibrium geometry.

Molecular weight, g mol⁻¹: 153.296
Frontier orbital gap, eV: 7.78
HOMO level, eV: -12.61
Energy relative to the best compared isomer or geometry (same formula, charge and spin), eV: 2.3175

Structure (ORCA input):
```
! RIJCOSX wB97M-V def2-TZVPD def2/J DEFGRID3
* xyz 1 1
C 1.56505 1.71533 -1.16055
C -2.76156 1.37726 -0.04013
C 0.34147 0.11142 0.40151
C 1.35807 0.35630 -0.53243
N 0.18779 1.18862 1.34494
N 2.04662 -0.63427 -1.10492
S -2.78511 -0.28739 -0.78140
S 0.70088 -1.77289 1.08949
H 0.77515 1.77185 -2.03516
H 2.45600 1.76243 -1.77160
H 1.35247 2.57770 -0.47867
H -3.43788 1.93952 -0.72922
H -3.10213 1.47294 0.95017
H -0.65377 -0.10115 -0.04484
H -0.62274 1.01458 1.90417
H 0.90808 1.22837 1.97100
H 2.64868 -0.37046 -1.81423
H -1.77125 1.89342 -0.29514
H 2.09838 -1.66616 -0.90542
H -2.72586 0.07219 -2.03788
H -0.57721 -1.99343 1.19726
*
```